Formula: C32H67Cl18N8O9Sr
Source: OMol25
Level of theory: ωB97M-V/def2-TZVPD

Atoms and positions in Å:
Sr1 1.05 -1.54 -1.25
C1 0.09 2.77 -2.61
C2 0.24 1.97 -1.41
O1 1.01 0.80 -1.59
H1 -0.25 2.07 -3.35
H2 0.96 3.23 -3.08
H3 -0.68 3.53 -2.51
H4 -0.74 1.73 -0.99
H5 0.75 2.54 -0.59
C3 4.57 -1.40 -1.74
O2 3.46 -1.93 -1.94
N1 5.73 -1.81 -2.23
C4 6.91 -1.00 -1.92
C5 5.90 -2.80 -3.25
H6 4.80 -0.51 -1.17
H7 7.26 -0.40 -2.75
H8 7.75 -1.69 -1.75
H9 6.63 -0.38 -1.09
H10 6.10 -2.43 -4.30
H11 6.78 -3.40 -3.05
H12 4.95 -3.36 -3.42
C6 2.47 -3.38 1.24
O3 2.38 -2.20 0.88
N2 3.21 -3.87 2.27
C7 3.19 -5.30 2.61
C8 3.78 -3.01 3.31
H13 1.98 -4.20 0.80
H14 2.73 -5.87 1.80
H15 2.71 -5.45 3.53
H16 4.22 -5.65 2.75
H17 4.27 -2.19 2.77
H18 3.01 -2.58 3.99
H19 4.47 -3.66 3.85
C9 -2.14 1.32 5.11
O4 -2.88 0.71 4.37
N3 -2.38 2.48 5.73
C10 -1.55 3.19 6.59
C11 -3.66 3.17 5.48
H20 -1.18 0.93 5.34
H21 -2.09 3.47 7.46
H22 -1.11 4.08 6.07
H23 -0.65 2.62 6.86
H24 -4.25 2.70 4.69
H25 -4.29 3.10 6.39
H26 -3.48 4.17 5.18
C12 2.27 -4.36 -3.06
O5 1.46 -4.10 -2.13
N4 1.80 -4.75 -4.25
C13 2.59 -5.00 -5.49
C14 0.40 -4.69 -4.66
H27 3.37 -4.49 -2.94
H28 2.50 -4.15 -6.19
H29 2.13 -5.78 -6.06
H30 3.61 -5.19 -5.21
H31 -0.30 -4.61 -3.83
H32 0.24 -3.91 -5.40
H33 0.20 -5.64 -5.20
C15 -1.59 7.29 -0.77
O6 -0.87 7.80 -1.57
N5 -1.36 6.26 0.01
C16 -2.47 5.68 0.73
C17 -0.02 5.67 0.02
H34 -2.56 7.74 -0.58
H35 -2.40 5.62 1.84
H36 -2.65 4.69 0.28
H37 -3.37 6.27 0.63
H38 0.35 5.40 1.00
H39 -0.11 4.69 -0.40
H40 0.61 6.44 -0.48
C18 -0.15 -4.35 4.62
O7 -0.03 -4.43 3.41
N6 -0.25 -3.20 5.30
C19 -0.30 -3.17 6.73
C20 -0.38 -1.90 4.60
H41 -0.31 -5.24 5.31
H42 -1.14 -2.68 7.19
H43 0.57 -2.71 7.17
H44 -0.33 -4.20 7.03
H45 0.33 -1.18 4.99
H46 -0.30 -2.16 3.57
H47 -1.40 -1.58 4.76
C21 -1.75 -1.76 1.44
O8 -0.87 -2.11 0.68
N7 -2.65 -2.52 2.05
C22 -3.70 -2.11 2.99
C23 -2.75 -3.87 1.41
H48 -1.97 -0.68 1.78
H49 -3.44 -1.24 3.64
H50 -3.84 -2.99 3.59
H51 -4.61 -1.81 2.38
H52 -1.81 -4.16 1.03
H53 -3.15 -4.55 2.11
H54 -3.40 -3.80 0.49
C24 -1.63 -1.08 -3.18
O9 -0.88 -1.98 -2.77
N8 -2.45 -1.19 -4.21
C25 -3.32 -0.14 -4.63
C26 -2.64 -2.53 -4.77
H55 -1.57 -0.03 -2.85
H56 -3.03 0.81 -4.18
H57 -4.29 -0.42 -4.26
H58 -3.42 -0.02 -5.72
H59 -2.72 -2.50 -5.86
H60 -1.69 -3.03 -4.51
H61 -3.48 -3.05 -4.32
C27 -4.80 1.68 1.46
Cl1 -5.83 0.35 0.98
Cl2 -5.64 3.24 1.42
Cl3 -3.31 1.79 0.49
H62 -4.55 1.54 2.53
C28 2.20 0.08 -4.84
Cl4 1.89 1.34 -5.98
Cl5 4.00 -0.19 -4.75
Cl6 1.21 -1.36 -5.27
H63 1.89 0.41 -3.87
C29 0.35 6.72 -4.21
Cl7 -0.81 5.43 -4.73
Cl8 0.83 7.78 -5.53
Cl9 1.78 6.08 -3.43
H64 -0.25 7.26 -3.48
C30 3.47 2.31 -0.45
Cl10 3.04 3.90 0.32
Cl11 3.64 1.05 0.72
Cl12 5.02 2.58 -1.28
H65 2.66 2.02 -1.09
C31 -5.17 3.93 -1.90
Cl13 -3.89 3.17 -2.90
Cl14 -6.65 3.01 -1.90
Cl15 -5.44 5.59 -2.31
H66 -4.81 3.87 -0.87
C32 0.49 2.52 2.81
Cl16 -1.00 3.45 2.82
Cl17 0.29 0.85 2.24
Cl18 1.14 2.75 4.46
H67 1.16 2.99 2.17

For the LUMO energy, the calculation gives -0.0523 hartree. The max |F| comes out at 4.0 eV/Å. The total charge is +1. The energy comes out at -290856.6148 eV. Its gap between HOMO and LUMO is 8.83 eV.

Formula: C36H32LuN6O9S3
Source: OMol25
Level of theory: ωB97M-V/def2-TZVPD

Atoms and positions in Å:
Lu1 -0.29 0.64 0.30
C1 3.62 -0.28 -1.81
C2 2.57 0.65 -1.27
N1 2.02 0.39 -0.12
N2 2.52 -0.70 0.54
C3 2.13 -0.90 1.75
S1 1.06 0.03 2.71
S2 2.86 -2.22 2.64
C4 3.66 -3.21 1.30
C5 2.92 -4.49 1.14
C6 1.91 -4.62 0.20
C7 1.17 -5.79 0.12
C8 1.45 -6.84 0.97
C9 2.47 -6.73 1.91
C10 3.19 -5.56 2.00
C11 2.22 1.88 -1.97
C12 3.03 2.36 -3.01
C13 2.81 3.56 -3.63
C14 1.73 4.35 -3.24
C15 0.90 3.92 -2.23
C16 1.11 2.69 -1.56
O1 0.31 2.37 -0.60
H1 3.28 -1.30 -1.61
H2 4.56 -0.12 -1.28
H3 3.76 -0.16 -2.88
H4 4.69 -3.37 1.62
H5 3.60 -2.57 0.43
H6 1.67 -3.79 -0.45
H7 0.37 -5.86 -0.59
H8 0.87 -7.75 0.92
H9 2.69 -7.55 2.58
H10 3.97 -5.45 2.74
H11 3.90 1.78 -3.31
H12 3.47 3.89 -4.42
H13 1.56 5.30 -3.72
H14 0.06 4.51 -1.91
O2 -2.41 2.24 0.36
C17 -2.49 3.63 0.64
C18 -3.15 3.83 2.00
C19 -2.44 2.96 3.04
C20 -0.99 3.36 3.14
C21 -0.60 4.34 4.04
C22 0.73 4.72 4.08
C23 1.61 4.12 3.19
C24 1.12 3.17 2.31
N3 -0.15 2.78 2.28
H15 -2.50 2.22 -0.63
H16 -3.09 4.13 -0.13
H17 -1.48 4.06 0.63
H18 -4.19 3.52 1.94
H19 -3.12 4.89 2.28
H20 -2.49 1.94 2.66
H21 -2.93 3.03 4.01
H22 -1.32 4.81 4.69
H23 1.07 5.47 4.77
H24 2.66 4.36 3.19
H25 1.77 2.70 1.58
O3 -1.85 -5.02 2.18
C25 -2.26 -4.22 3.14
O4 -2.73 -4.64 4.17
C26 -2.17 -2.75 2.91
C27 -2.60 -1.81 3.83
N4 -2.39 -0.60 3.29
N5 -1.83 -0.68 2.08
C28 -1.69 -1.98 1.83
C29 -0.89 -2.40 0.62
O5 -0.86 -3.60 0.31
O6 -0.25 -1.46 0.08
H26 -1.46 -4.52 1.37
H27 -3.01 -1.96 4.81
H28 -2.51 0.30 3.73
O7 -2.64 2.31 -2.22
C30 -2.16 1.21 -2.53
N6 -1.60 0.36 -1.68
S3 -0.98 -0.96 -2.45
O8 -1.65 -2.18 -2.10
O9 0.45 -0.88 -2.43
C31 -1.61 -0.52 -4.08
C32 -1.68 -1.21 -5.27
C33 -2.38 -0.64 -6.32
C34 -2.98 0.60 -6.19
C35 -2.91 1.29 -4.99
C36 -2.24 0.70 -3.93
H29 -1.21 -2.18 -5.36
H30 -2.47 -1.18 -7.26
H31 -3.52 1.03 -7.02
H32 -3.38 2.26 -4.85

For the LUMO energy, the calculation gives 0.0845 hartree. Its relative energy (zero: lowest compared OMol25 entry of this formula, charge and spin) is 11.2 kcal/mol. The max |F| comes out at 2.6 eV/Å. The total charge is -1. The energy comes out at -131354.7757 eV. Its gap between HOMO and LUMO is 7.24 eV.

Formula: HN2O2
Source: OMol25
Level of theory: ωB97M-V/def2-TZVPD

Atoms and positions in Å:
N1 -0.94 -0.62 -0.01
N2 0.27 -0.37 0.04
O1 1.19 -1.16 -0.05
O2 0.97 1.91 -0.03
H1 -1.49 0.24 0.06

For the LUMO energy (spin up / spin down), the calculation gives 0.1391 / 0.1922 hartree. Its relative energy (zero: lowest compared OMol25 entry of this formula, charge and spin) is 79.0 kcal/mol. The max |F| comes out at 1.0 eV/Å. The total charge is -1. The energy comes out at -7085.8604 eV. Its gap between HOMO and LUMO (spin up / spin down) is 6.99 / 8.32 eV.